No. 1
This record from the Open Molecules 2025 dataset describes an isolated molecule of C9H12N2O3. The level of theory is ωB97M-V/def2-TZVPD.

Each line ends with the Mulliken charge.
CARTESIAN COORDINATES (ANGSTROEM)
1 C 2.16638 -1.18381 1.16610  0.6569
2 C -0.77979 -0.36778 1.14085  0.4865
3 C -2.33118 1.60714 -2.56168  -0.4160
4 C -1.57549 0.64964 -3.51266  -0.6001
5 C -1.84027 1.34460 -1.16085  -0.6983
6 C -0.65599 -0.19555 -2.51684  -0.4630
7 C 1.53824 -0.77972 2.20465  0.0633
8 C -0.89786 0.44908 -1.13256  0.2980
9 C 2.04715 -0.93274 3.57252  -0.8838
10 N 2.81626 -1.61900 0.26710  -0.5466
11 N 0.09883 -0.45977 2.17921  -0.1420
12 O -1.96089 -0.35410 1.34564  -0.5889
13 O -0.16257 -0.07355 -0.04887  -0.3118
14 O 2.42409 0.25475 4.17781  -0.4884
15 H -2.11260 2.76364 -2.74150  0.2470
16 H -3.40371 1.49196 -2.67840  0.2912
17 H -2.26991 0.00419 -4.10695  0.2445
18 H -0.92412 1.16967 -4.28417  0.2257
19 H -2.03756 2.06404 -0.44814  0.5009
20 H 3.31873 -0.95222 -0.40656  0.2886
21 H -0.83586 -1.29341 -2.53142  0.2959
22 H 0.39332 -0.13211 -2.79870  0.2849
23 H 2.78772 -1.70249 3.59529  0.3974
24 H 1.17038 -1.37306 4.14540  0.2638
25 H -0.35751 -0.69426 3.09029  0.2713
26 H 3.38420 0.31484 4.04445  0.3231

Calculated values
SMILES   N=C=C(CO)NC(=O)OC1=CCCC1
Max |F|   3.9 eV/Å
E_HOMO   -8.368 eV
LUMO energy   0.6 eV
HOMO-LUMO gap   0.328 Ha


No. 2
This record from the Open Molecules 2025 dataset describes a cluster of 2 separate species, C9H12N2Si in total. The level of theory is ωB97M-V/def2-TZVPD.

Each line ends with the Mulliken charge.
CARTESIAN COORDINATES (ANGSTROEM)
1 Si -1.62108 1.64876 1.46712  0.4934
2 C -0.81057 1.90463 -0.27309  0.2712
3 C -0.11634 3.23095 -0.63141  -0.3189
4 C 0.55230 3.57475 -1.99892  -0.3215
5 C 0.47849 2.35547 -2.99342  -0.3071
6 C -0.21615 1.09441 -2.45385  -0.1499
7 N -0.84693 0.83701 -1.21413  -0.3661
8 H -0.96150 2.61309 2.36190  -0.1340
9 H -1.33401 0.24454 1.83308  -0.1701
10 H -3.07945 1.78065 1.42767  -0.1137
11 H -0.10108 4.04646 0.17904  0.1922
12 H 1.05951 4.55934 -2.24327  0.3315
13 H 0.94856 2.42473 -4.03835  0.3004
14 H -0.22373 0.20590 -3.19035  0.2715
15 N 1.31456 -3.96428 1.19626  0.0299
16 C 0.64432 -3.45596 2.27662  -0.6237
17 C -0.07036 -2.36120 1.85468  -0.3991
18 C 0.17286 -2.20641 0.46754  0.1472
19 C 1.02860 -3.21123 0.08789  -0.7435
20 H 1.92215 -4.76684 1.21347  0.1826
21 H 0.73467 -3.91473 3.24961  0.3552
22 H -0.69950 -1.74149 2.47553  0.3268
23 H -0.23396 -1.44428 -0.18166  0.3915
24 H 1.45863 -3.45428 -0.87196  0.3541

Calculated values
SMILES   [SiH3]c1ccccn1.c1cc[nH]c1
Max |F|   5.7 eV/Å
E_HOMO   -8.040 eV
LUMO energy   0.1 eV
HOMO-LUMO gap   0.300 Ha


No. 3
This record from the Open Molecules 2025 dataset describes a structure of composition C9H12N4O3W. The level of theory is ωB97M-V/def2-TZVPD.

Each line ends with the Mulliken charge.
CARTESIAN COORDINATES (ANGSTROEM)
1 W -1.03424 -0.37831 0.56371  1.2838
2 N -1.17023 -2.43725 1.35647  -0.5767
3 C -1.24037 -3.43574 0.23798  -0.3327
4 C -1.90261 -2.78474 -0.95521  0.3170
5 O -2.42176 -3.36688 -1.85184  -0.4706
6 N -1.86279 -1.37214 -0.87056  -0.0968
7 C -2.62491 -0.61437 -1.87261  -0.3681
8 C -2.83406 0.78491 -1.32236  0.3271
9 O -3.34711 1.70759 -1.82320  -0.3694
10 O -2.25824 0.88837 -0.00426  -0.4754
11 H -0.43027 -2.70137 2.00986  0.3444
12 H -2.02713 -2.50085 1.91210  0.3834
13 H -1.79841 -4.32118 0.53454  0.4103
14 H -0.22865 -3.73849 -0.03202  0.2580
15 H -3.58667 -1.09806 -2.05285  0.4417
16 H -2.10217 -0.53267 -2.82718  0.3333
17 N 4.01570 3.18888 0.57106  -0.3825
18 C 2.94995 2.41159 0.55871  1.2831
19 C 1.63634 2.95612 0.64148  -0.7991
20 C 0.56604 2.13106 0.63363  -0.1909
21 N 0.69127 0.74925 0.55445  -0.4720
22 C 1.95366 0.23004 0.42770  -0.1804
23 C 3.06844 0.99588 0.43944  -0.7490
24 H 3.93429 4.19161 0.64685  0.2367
25 H 4.94814 2.81003 0.50483  0.2340
26 H 1.48110 4.02472 0.69864  0.3718
27 H -0.44371 2.52790 0.65533  0.4654
28 H 2.02875 -0.84601 0.31879  0.4181
29 H 4.03962 0.53012 0.34654  0.3556

Calculated values
Multiplicity   3
Max |F|   0.5 eV/Å
E_HOMO (alpha / beta)   -15.960 / -16.550 eV
LUMO energy (alpha / beta)   -8.6 / -8.9 eV
⟨S²⟩   2.01
HOMO-LUMO gap (alpha / beta)   0.270 / 0.282 Ha
Total charge   +2


Energy above the lowest of the compared OMol25 structures with the same formula, charge and spin, respectively: 3.430, 4.330, 0.000 eV.